# 1
C43H51BBeBrCl2F6KNNaO22PS2 | ωB97M-V/def2-TZVPD

Computed properties:
Max |F| ... 6.7 eV/A
2S+1 ... 1
Orbital gap ... 1.49 eV
Total charge ... +1

The geometry in XYZ format:
```
133
C43H51BBeBrCl2F6KNNaO22PS2 ωB97M-V/def2-TZVPD
C -1.251 0.302 4.560
C -0.930 1.144 5.892
O -1.888 1.246 6.731
O 0.352 1.743 6.142
C 0.247 3.181 5.870
C 1.109 3.421 4.514
C 0.128 2.998 3.305
C 0.451 3.843 1.958
C -0.968 3.893 1.141
C -1.143 2.411 0.522
C -0.400 2.385 -0.930
C -0.271 0.902 -1.503
C 1.118 0.177 -1.279
C 1.657 -0.242 0.160
O 0.646 -0.439 1.181
C 1.411 -0.928 2.318
C 1.645 -2.475 2.427
C 2.531 -3.037 3.639
C 3.168 -2.092 4.690
C 2.910 -0.552 4.589
C 2.042 -0.010 3.390
C 0.969 -1.133 -2.249
P -0.047 -2.710 -1.900
O 0.972 -4.011 -2.369
Cl -1.709 -2.784 -3.243
N 1.648 -0.973 -3.421
C 2.421 0.332 -3.558
C 2.474 0.721 -2.001
C 3.115 2.113 -1.526
C 4.623 1.953 -0.950
C 4.960 2.795 0.333
C 6.418 2.634 0.969
C 7.477 1.691 0.352
C 8.937 1.483 1.009
C 7.128 0.904 -0.935
C 5.713 1.047 -1.567
H -1.809 1.006 3.801
H -0.272 -0.038 4.062
H -1.881 -0.629 4.760
H -0.860 3.415 5.727
H 0.696 3.838 6.693
H 2.046 2.754 4.589
H 1.383 4.530 4.366
H -0.968 3.160 3.619
H 0.227 1.895 3.003
H 1.216 3.289 1.287
H 0.827 4.882 2.240
H -0.983 4.762 0.360
H -1.827 4.109 1.876
H -0.796 1.567 1.206
H -2.275 2.263 0.353
H -1.130 2.945 -1.630
H 0.555 3.008 -0.929
H -0.504 0.933 -2.639
H -1.102 0.241 -1.046
H 2.201 -1.261 0.033
H 2.449 0.471 0.586
H 1.184 -3.148 1.621
H 2.729 -4.163 3.703
H 3.820 -2.488 5.536
H 3.363 0.192 5.337
H 1.916 1.126 3.356
H 1.883 -3.635 -2.367
H 1.680 -1.695 -4.173
H 3.490 -0.076 -3.728
H 2.060 1.087 -4.328
H 3.234 -0.058 -1.596
H 2.508 2.450 -0.601
H 3.045 2.929 -2.318
H 4.179 3.512 0.814
H 6.709 3.217 1.938
H 8.937 0.403 1.428
H 9.776 1.519 0.239
H 9.101 2.162 1.915
H 7.892 0.210 -1.427
H 5.419 0.449 -2.507
C -3.022 -4.136 3.042
C -2.061 -3.546 2.060
O -0.801 -3.941 2.564
C -1.022 -5.117 3.216
O -0.156 -5.879 3.537
O -2.348 -5.321 3.451
F -2.124 -2.196 2.067
H -3.186 -3.492 3.910
H -3.988 -4.369 2.591
H -2.180 -3.916 1.037
Br -2.721 4.501 -0.637
Na -0.310 -1.903 -5.449
Cl -3.319 0.132 3.065
Be -2.355 -0.352 8.387
C 3.157 -5.677 1.260
C 3.018 -6.806 2.270
O 3.509 -7.966 1.598
S 4.686 -7.525 0.570
O 5.948 -7.743 1.208
O 4.371 -8.043 -0.727
O 4.384 -5.929 0.576
H 2.347 -5.704 0.525
H 3.172 -4.696 1.738
H 1.985 -6.955 2.589
H 3.647 -6.631 3.147
C -5.895 -2.778 -6.635
C -7.186 -3.080 -6.475
C -7.871 -2.891 -5.165
O -9.052 -3.159 -5.058
C -7.074 -2.386 -4.040
C -5.786 -2.089 -4.202
C -5.109 -2.252 -5.519
O -3.926 -1.951 -5.636
O -5.031 -1.619 -3.164
O -7.927 -3.571 -7.501
H -5.386 -2.909 -7.581
H -7.578 -2.269 -3.090
H -4.142 -1.478 -3.537
H -8.823 -3.706 -7.134
B -7.407 1.234 -9.240
O -6.452 0.797 -8.203
C -7.133 0.654 -7.073
O -6.642 0.303 -6.022
C -8.544 0.983 -7.302
O -9.425 0.952 -6.475
O -8.718 1.326 -8.575
F -7.456 0.271 -10.299
F -7.022 2.513 -9.755
C -1.081 7.839 2.419
F -1.619 6.595 2.553
F -2.127 8.695 2.388
F -0.427 8.090 3.580
S 0.018 7.989 0.925
O -0.844 7.685 -0.213
O 1.078 6.998 1.133
O 0.499 9.362 0.941
K 5.679 3.996 2.941
```

***

# 2
C43H51BiBr2I2N7O5Si | ωB97M-V/def2-TZVPD

Computed properties:
Max |F| ... 1.8 eV/A
2S+1 ... 1
Orbital gap ... 7.22 eV
Total charge ... -1

The geometry in XYZ format:
```
112
C43H51BiBr2I2N7O5Si ωB97M-V/def2-TZVPD
Bi 0.402 -0.295 -0.641
I -2.092 -4.048 -7.527
C -1.129 -3.109 -5.897
C 0.245 -2.966 -5.890
C 0.825 -2.340 -4.807
I 2.913 -2.090 -4.775
C 0.112 -1.814 -3.693
O 0.811 -1.244 -2.757
C -1.301 -1.992 -3.758
C -2.221 -1.502 -2.673
N -2.055 -2.279 -1.452
C -2.452 -3.664 -1.523
C -2.228 -4.367 -0.199
C -2.644 -5.684 -0.017
C -2.417 -6.295 1.203
C -1.796 -5.576 2.213
C -1.429 -4.268 1.946
N -1.627 -3.681 0.769
C -1.885 -2.631 -4.844
H 0.853 -3.325 -6.708
H -1.977 -0.465 -2.442
H -3.254 -1.533 -3.056
H -2.486 -1.830 -0.652
H -3.513 -3.788 -1.809
H -1.856 -4.157 -2.298
H -3.131 -6.216 -0.825
H -2.728 -7.319 1.366
H -1.591 -6.021 3.177
H -0.959 -3.650 2.702
H -2.961 -2.750 -4.860
Br 4.149 2.545 -2.679
C 2.363 3.157 -2.690
C 2.135 4.425 -3.225
C 0.864 4.919 -3.275
Br 0.613 6.674 -3.979
C -0.227 4.148 -2.836
C -1.564 4.591 -2.896
C -2.574 3.770 -2.480
C -2.234 2.490 -2.019
N -1.007 2.049 -1.943
C 0.017 2.841 -2.313
C 1.359 2.329 -2.178
O 1.688 1.188 -1.638
H 2.975 4.998 -3.588
H -1.772 5.581 -3.278
H -3.608 4.088 -2.516
H -3.016 1.797 -1.713
C -5.256 5.161 1.411
C -4.198 4.084 1.631
C -3.454 4.314 2.945
C -4.876 2.714 1.619
N -3.941 1.626 1.802
C -2.734 1.399 1.258
N -2.296 0.246 1.694
N -3.244 -0.236 2.517
N -4.232 0.576 2.590
H -4.785 6.143 1.367
H -5.974 5.163 2.234
H -5.801 5.001 0.479
H -3.480 4.124 0.804
H -4.149 4.273 3.787
H -2.977 5.294 2.941
H -2.676 3.567 3.104
H -5.412 2.565 0.677
H -5.598 2.639 2.432
H -2.206 2.055 0.584
C 2.006 -1.476 2.389
Si 2.423 -1.525 0.523
C 4.151 -0.652 0.456
C 5.131 -1.258 1.468
C 3.954 0.828 0.825
C 4.769 -0.718 -0.949
C 2.473 -3.424 0.060
C 2.617 -4.303 1.306
C 1.158 -3.785 -0.648
C 3.617 -3.770 -0.898
H 2.589 -2.187 2.975
H 0.948 -1.672 2.572
H 2.212 -0.481 2.782
H 4.764 -1.135 2.489
H 6.100 -0.752 1.394
H 5.289 -2.325 1.289
H 3.537 0.945 1.828
H 3.280 1.318 0.125
H 4.916 1.351 0.796
H 5.195 -1.700 -1.152
H 5.570 0.021 -1.048
H 4.022 -0.506 -1.717
H 1.740 -4.223 1.952
H 3.498 -4.025 1.889
H 2.728 -5.353 1.013
H 0.282 -3.463 -0.079
H 1.090 -4.870 -0.790
H 1.113 -3.311 -1.631
H 4.588 -3.627 -0.421
H 3.573 -3.156 -1.797
H 3.549 -4.821 -1.204
O -0.122 0.925 3.876
C 0.633 2.040 3.944
C 1.042 2.471 5.205
C 1.851 3.585 5.338
C 2.227 4.317 4.219
C 1.779 3.925 2.969
C 1.001 2.784 2.811
C 0.651 2.334 1.411
O 0.451 3.154 0.525
O 0.596 1.045 1.281
H -0.146 0.650 2.937
H 0.741 1.890 6.068
H 2.201 3.878 6.320
H 2.877 5.177 4.317
H 2.041 4.482 2.079
```